(1)
10
Properties=species:S:1:pos:R:3:forces:R:3:lowdin_charge:R:1 method="wB97M-V/def2-TZVPD" smiles=Oc1c[nH]cn1 homo_lumo_gap_ha=0.3512 largest_force_ev_per_a=2.3 de_lowest_kcal_mol=37.4
O -1.4018 -0.2012 1.7514 0.0839 0.4549 -0.1024 0.05
C -0.4997 0.0166 0.7740 -0.0056 -0.4059 -0.9544 -0.44
C 0.7918 0.4528 0.7358 0.2501 -1.2485 -1.6919 0.02
N 1.1768 0.0183 -0.6850 -0.7631 1.8342 1.1488 0.04
C -0.0145 -0.2873 -1.3247 -0.2849 0.2802 0.7866 -0.21
N -0.9887 -0.3696 -0.4734 0.2865 0.3435 1.0711 0.07
H -2.1232 -0.5174 1.1751 -0.2815 0.0288 0.7836 0.11
H 1.4410 0.9286 1.5184 -0.5279 -0.9713 -1.3512 0.12
H 2.0560 0.2977 -1.1229 -0.7345 -0.0976 0.1296 0.13
H -0.4378 -0.3385 -2.3487 1.9770 -0.2185 0.1803 0.13

---

(2)
10
Properties=species:S:1:pos:R:3:forces:R:3:lowdin_charge:R:1 method="wB97M-V/def2-TZVPD" smiles="[H]/N=C/OCC#N" homo_lumo_gap_ha=0.4180 largest_force_ev_per_a=1.1 de_lowest_kcal_mol=40.9
N 2.4042 -0.1006 -0.0678 -0.3668 -0.0376 0.0726 0.12
C 1.1582 -0.1323 0.0983 0.2418 -0.0586 0.0699 -0.31
O 0.3571 0.5045 -0.7951 0.1427 -0.0693 -0.0364 -0.05
C -1.0274 0.6085 -0.5458 -0.2419 0.0611 0.0178 -0.17
C -1.5789 -0.4367 0.3399 -0.3375 -0.7117 0.5981 -0.20
N -1.9916 -1.2534 1.0465 0.3480 0.8176 -0.7152 0.17
H 2.8481 -0.6540 0.6609 0.0349 0.0656 -0.0463 0.05
H 0.6230 -0.6591 0.8948 0.0812 0.0857 -0.0764 0.12
H -1.5276 0.5331 -1.5145 0.0381 0.0126 0.1167 0.14
H -1.2650 1.5900 -0.1173 0.0596 -0.1654 -0.0008 0.14